# C32H62I3N2O24

A molecular structure, C32H62I3N2O24 in a non-equilibrium geometry (ωB97M-V/def2-TZVPD, the OMol25 dataset).

For the orbital gap, the calculation gives 6.30 eV.

ORCA input file:
```
! wB97M-V def2-TZVPD RIJCOSX def2/J DEFGRID3
* xyz -1 1
C -1.70 5.33 2.74
C -2.54 4.51 1.64
O -1.64 3.64 0.91
C -1.87 3.71 -0.50
C -0.73 3.07 -1.46
C -1.56 3.13 -2.88
O -2.63 2.44 -3.06
O -1.25 4.00 -3.90
C -0.29 1.58 -1.10
I -0.15 0.19 -2.82
C -1.11 0.77 0.00
C -0.37 -0.68 0.16
I -3.18 0.33 -0.44
N 0.42 3.97 -1.65
I 1.32 4.75 -0.01
C 1.48 3.56 -2.61
C 2.89 3.06 -2.03
C 3.61 2.21 -3.22
N 3.30 0.76 -3.17
H -1.33 6.30 2.26
H -2.34 5.58 3.67
H -0.82 4.68 3.10
H -3.27 3.84 2.20
H -3.06 5.26 0.96
H -1.90 4.83 -0.81
H -2.91 3.30 -0.72
H 0.80 1.64 -0.71
H -1.06 1.20 1.07
H -0.90 -1.51 -0.42
H 0.75 -0.62 -0.03
H -0.47 -0.98 1.28
H 1.74 4.53 -3.20
H 1.12 2.86 -3.45
H 3.63 3.92 -1.83
H 2.84 2.35 -1.14
H 4.74 2.30 -2.98
H 3.41 2.70 -4.22
H 3.64 0.24 -3.99
H 3.56 0.31 -2.29
C 0.10 4.86 -6.24
O -0.35 6.22 -6.24
C 0.63 7.12 -6.38
O 1.81 6.88 -6.51
O 0.08 8.34 -6.36
C 1.01 9.41 -6.50
H -0.78 4.22 -6.12
H 0.58 4.61 -7.19
H 0.78 4.67 -5.41
H 1.53 9.34 -7.46
H 1.73 9.40 -5.68
H 0.46 10.35 -6.47
C -0.59 -3.63 -4.22
O 0.17 -4.78 -3.84
C 0.29 -4.94 -2.51
O -0.17 -4.21 -1.66
O 1.02 -6.04 -2.29
C 1.23 -6.34 -0.91
H -0.62 -3.60 -5.31
H -1.61 -3.70 -3.85
H -0.11 -2.71 -3.87
H 0.28 -6.52 -0.40
H 1.78 -5.53 -0.42
H 1.83 -7.25 -0.85
C 3.58 5.60 3.92
O 3.83 6.31 2.71
C 4.86 7.16 2.77
O 5.56 7.36 3.73
O 4.98 7.76 1.57
C 6.05 8.69 1.48
H 2.72 4.95 3.76
H 4.44 4.99 4.19
H 3.33 6.30 4.73
H 7.01 8.20 1.66
H 5.90 9.51 2.19
H 6.05 9.11 0.48
C -2.38 -5.86 1.30
O -1.28 -6.02 2.19
C -1.60 -6.59 3.36
O -2.70 -6.97 3.70
O -0.48 -6.68 4.10
C -0.67 -7.28 5.38
H -2.01 -5.39 0.39
H -2.81 -6.83 1.03
H -3.14 -5.21 1.74
H -1.02 -8.30 5.28
H -1.36 -6.68 5.99
H 0.30 -7.29 5.89
C -4.62 -1.78 -4.68
O -4.41 -2.99 -5.42
C -5.34 -3.24 -6.35
O -6.30 -2.56 -6.60
O -5.02 -4.40 -6.95
C -5.93 -4.80 -7.97
H -3.81 -1.68 -3.96
H -4.60 -0.92 -5.35
H -5.57 -1.82 -4.14
H -5.96 -4.06 -8.77
H -6.93 -4.96 -7.56
H -5.57 -5.74 -8.39
C 2.68 -5.41 4.86
O 2.96 -5.68 6.24
C 4.25 -5.89 6.50
O 5.15 -5.87 5.70
O 4.37 -6.13 7.82
C 5.71 -6.38 8.25
H 1.60 -5.26 4.77
H 3.19 -4.50 4.54
H 2.96 -6.26 4.24
H 6.34 -5.51 8.06
H 6.12 -7.27 7.76
H 5.69 -6.56 9.33
C -3.80 -4.46 5.64
O -4.26 -3.11 5.65
C -3.29 -2.20 5.49
O -2.11 -2.43 5.36
O -3.85 -0.98 5.51
C -2.92 0.09 5.35
H -4.66 -5.11 5.77
H -3.32 -4.70 4.69
H -3.11 -4.63 6.47
H -2.41 0.01 4.38
H -2.19 0.10 6.17
H -3.47 1.03 5.38
*
```

Atomic partial charges in e from the Mulliken method, atoms 1 to 6:
1. C -0.880
2. C -0.297
3. O -0.023
4. C -1.916
5. C 2.391
6. C 0.143